19
Properties=species:S:1:pos:R:3:nbo_charge:R:1 method="wB97M-V/def2-TZVPD" homo_lumo_gap_ev="7.15 / 8.66" e_above_lowest_kcal_mol=94.5 mol_weight_g_mol=196.58 e_homo_ev="-8.750 / -9.326" total_charge=0 energy_ha=-1077.27853
C 0.91249 1.40147 0.07367 -0.30
C 2.12166 1.63959 -0.33906 0.25
C 0.64805 -0.12722 0.26650 0.67
C 3.35607 0.91452 -0.43017 -0.75
C -1.00876 -1.74005 0.64534 -0.47
C -2.84203 0.17291 -0.46884 0.63
N -1.49518 0.27934 -0.73094 -0.22
N -0.60077 -0.52066 -0.14075 -0.21
O 1.52756 -0.81097 0.73524 -0.56
F -3.07902 0.40155 0.91298 -0.35
F -3.39782 -1.09567 -0.76058 -0.37
Cl -0.35157 2.59520 0.17665 0.04
H 3.06880 -0.05070 0.13780 0.30
H 4.24262 1.64099 -0.06732 0.25
H 3.45815 0.71044 -1.40490 0.23
H -1.94966 -1.78000 1.12771 0.24
H -0.99438 -2.53364 -0.14650 0.23
H -0.28658 -1.88193 1.59146 0.25
H -3.32962 0.78483 -1.17828 0.16



19
Properties=species:S:1:pos:R:3:nbo_charge:R:1 method="wB97M-V/def2-TZVPD" homo_lumo_gap_ev="7.64 / 7.64" e_above_lowest_kcal_mol=0.0 mol_weight_g_mol=194.59 e_homo_ev="-13.039 / -13.039" total_charge=+1 energy_ha=-1056.56420
C 1.49160 -0.28041 -0.25690 -0.06
C 0.13877 -1.08658 -0.33696 0.48
C -2.04319 0.16358 -0.37939 0.27
C -3.29531 0.25080 -0.19719 0.32
C -0.04111 -2.04059 0.91424 -0.67
C 2.15254 2.02205 -0.25032 -0.44
N -0.06389 1.31716 -0.37088 -0.18
N 1.15649 0.99455 -0.30090 -0.04
N -0.79143 0.14666 -0.34858 -0.13
F 0.20287 -1.79068 -1.47589 -0.29
F -4.18050 0.26835 -1.21482 -0.25
Cl -3.94558 0.28420 1.33851 0.17
H 2.56233 -0.58972 -0.11159 0.27
H -0.80029 -1.71587 1.73106 0.25
H -0.38682 -3.02728 0.55878 0.27
H 0.93455 -2.03806 1.41324 0.25
H 3.10432 1.74276 0.12135 0.25
H 2.04835 2.47435 -1.24060 0.26
H 1.75628 2.90473 0.40683 0.26



18
Properties=species:S:1:pos:R:3:nbo_charge:R:1 method="wB97M-V/def2-TZVPD" homo_lumo_gap_ev=8.05 smiles="NP(Cl)S[C@H]1C=CC=CC1=O" e_above_lowest_kcal_mol=0.0 mol_weight_g_mol=207.62 e_homo_ev=-8.838 total_charge=0 energy_ha=-1562.54916
C -1.58439 -1.61770 -0.31366 -0.28
C -2.33250 -0.61760 0.36315 -0.12
C -0.29678 -1.44302 -0.62707 -0.12
C -1.63633 0.50388 0.67913 -0.30
C 0.42270 -0.12822 -0.48404 -0.47
C -0.25854 0.90772 0.30312 0.52
N 3.47274 1.63520 -0.38789 -1.21
O 0.28219 2.01338 0.52601 -0.56
P 3.33592 0.03723 -0.73863 0.92
S 1.81485 -0.70012 0.63040 -0.07
Cl 4.92309 -0.66621 0.33420 -0.31
H -1.90325 -2.58514 -0.49187 0.22
H -3.36216 -0.89569 0.55431 0.23
H 0.28885 -2.17772 -1.30979 0.23
H -2.15702 1.25356 1.24811 0.22
H 0.95230 0.31939 -1.29868 0.26
H 3.18844 2.15329 0.44936 0.42
H 3.26118 2.32330 -1.13894 0.41



15
Properties=species:S:1:pos:R:3:nbo_charge:R:1 method="wB97M-V/def2-TZVPD" homo_lumo_gap_ev=8.95 smiles="ClC1=CSC[C@H]2C[C@H]12" e_above_lowest_kcal_mol=61.2 mol_weight_g_mol=146.64 e_homo_ev=-8.176 total_charge=0 energy_ha=-1091.08124
C -0.67019 0.83269 -1.09924 -0.01
C 0.41341 1.65873 -0.93066 -0.46
C 1.18795 0.22110 1.31048 -0.50
C 0.40218 -0.69898 0.34916 -0.22
C -0.79071 -1.66914 0.16108 -0.35
C -1.05426 -0.17821 -0.07509 -0.31
H 0.60691 2.19889 -1.96617 0.27
H 0.55577 0.45109 2.11265 0.21
H 2.10004 -0.18493 1.77040 0.24
H 0.94582 -0.73317 -0.57861 0.20
H -0.68776 -2.38671 -0.57803 0.22
H -1.31696 -2.22510 1.05071 0.23
H -1.59791 0.16413 0.79021 0.22
S 1.55884 1.73310 0.30128 0.31
Cl -1.65312 0.81651 -2.61819 -0.05